1:
Here is a cluster of 2 separate species, C8H8FN in total from the OMol25 dataset. Energies are from wB97M-V/def2-TZVPD.

Output
SMILES: Fc1ccccc1.CC#N
Charge: 0
HOMO energy in eV: -9.27
Kohn-Sham gap in eV: 10.05
Molar mass in g mol⁻¹: 137.2

Cartesian coordinates (Å):
F -5.65987 -2.12672 15.01526
C -5.67009 -3.25470 14.33899
C -5.70237 -3.19140 12.93394
C -5.83625 -4.36118 12.22925
C -5.87648 -5.58727 12.83976
C -5.71654 -5.67810 14.25719
C -5.63497 -4.50609 14.98136
H -5.60372 -2.24761 12.41825
H -5.74673 -4.38523 11.15323
H -6.03613 -6.51402 12.30869
H -5.60994 -6.65402 14.70731
H -5.59066 -4.41726 16.05678
C -9.25719 -6.36616 11.91060
C -8.46135 -7.57798 11.70835
N -7.88790 -8.53739 11.58124
H -8.49554 -5.58643 11.91512
H -9.79078 -6.40027 12.86045
H -10.01829 -6.19081 11.15028



2:
Here is an isolated molecule of C8H8FN from the OMol25 dataset. Energies are from wB97M-V/def2-TZVPD.

Output
Charge: 0
HOMO energy (alpha / beta) in eV: -7.61 / -8.98
Kohn-Sham gap (alpha / beta) in eV: 7.27 / 8.92
Molar mass in g mol⁻¹: 137.2

Cartesian coordinates (Å):
C 1.66825 1.25835 -0.79488
C 1.63957 0.41273 -1.87913
C 0.75209 1.12128 0.18830
C 0.76232 -0.65173 -1.89419
C -0.21184 0.05370 0.14625
C -0.08370 -1.00270 -0.81598
C -1.11669 -0.02757 1.25643
C -0.71206 -2.19793 -0.57589
N -2.09439 -1.02057 1.31408
F -1.43845 -2.79924 -1.50473
H 2.36644 2.07148 -0.95838
H 2.26594 0.38370 -2.75959
H 0.50019 1.81189 1.01319
H 0.81505 -1.24434 -2.78848
H -0.40807 -0.36637 1.99092
H -1.60632 0.97704 1.46754
H -0.58642 -2.82656 0.24751
H -2.97527 -0.72744 0.89345



Of them, 2 has the lowest stability.



1:
Here is a structure of composition C7H10N5O from the OMol25 dataset. Energies are from wB97M-V/def2-TZVPD.

Output
Charge: +1
HOMO energy in eV: -14.59
Kohn-Sham gap in eV: 8.77
Molar mass in g mol⁻¹: 180.2

Cartesian coordinates (Å):
C -3.57136 1.21671 -0.13325
C -2.34411 -0.35633 -0.59473
C 1.76287 0.43788 -0.46989
C 0.02058 -1.04577 -0.17379
C 2.55848 1.59087 -0.52341
C -0.32509 -1.54913 1.23670
C -1.21918 -1.27633 -1.10889
N -2.37243 0.98342 -0.56440
N -3.47330 -0.94743 -0.25907
N 2.22701 -0.90984 -0.70270
N 1.27666 -1.70921 -0.50538
N 0.45998 0.37711 -0.12288
O -4.29022 0.13435 0.01522
H -3.84604 2.28712 0.12943
H 3.01940 1.77703 0.44658
H 1.97090 2.47780 -0.60981
H 3.40350 1.42094 -1.27839
H 0.35940 -1.18506 1.99982
H 0.05421 -2.65021 1.35778
H -1.35718 -1.43841 1.29058
H -1.54743 -2.34625 -1.14062
H -0.95146 -0.89872 -2.10298
H -0.14270 1.12669 -0.32132



2:
Here is the ion C7H10N5O with charge +1 from the OMol25 dataset. Energies are from wB97M-V/def2-TZVPD.

Output
Charge: +1
HOMO energy (alpha / beta) in eV: -11.53 / -11.53
Kohn-Sham gap (alpha / beta) in eV: 7.05 / 6.74
Molar mass in g mol⁻¹: 180.2

Cartesian coordinates (Å):
C -3.00019 0.56887 -0.14008
C 1.27667 0.19131 0.55311
C -1.30638 1.79726 -0.84361
C -0.07650 -0.16384 0.51145
C -2.29413 -0.64839 0.03176
C 3.50295 0.28268 0.29080
C 2.20646 -1.37356 -0.90661
N -2.35897 1.77148 -0.15488
N -1.05288 -0.86995 0.42394
N -4.22214 0.06664 0.06450
N 2.26703 -0.30570 -0.11777
N -3.57289 -1.30264 0.31157
O 1.49674 1.19389 1.49681
H -0.63643 2.63369 -0.79344
H 3.81132 -0.14741 1.19755
H 4.24538 -0.00986 -0.39002
H 3.49861 1.37976 0.34801
H -1.06837 1.03440 -1.67877
H 3.03293 -1.88091 -1.37823
H 1.39198 -1.98397 -1.21560
H 0.59379 1.57975 1.64778
H -3.88678 -2.01625 -0.43076
H -3.84819 -1.79723 1.17248



Of them, 2 has the lowest stability.



1:
Here is a cluster of 2 separate species, CH5PS in total from the OMol25 dataset. Energies are from wB97M-V/def2-TZVPD.

Output
Charge: 0
HOMO energy (alpha / beta) in eV: -7.71 / -9.04
Kohn-Sham gap (alpha / beta) in eV: 7.17 / 8.47
Molar mass in g mol⁻¹: 80.1

Cartesian coordinates (Å):
C 0.55418 -0.31161 -0.64056
P -0.65461 0.96114 -0.41432
S -2.10800 -0.37116 0.25321
H 1.31253 0.00186 -1.44195
H 0.01837 -1.20522 -0.77330
H 1.22119 -0.18167 0.30680
H 0.43262 1.89194 1.64127
H -2.88248 0.70173 0.51367



2:
Here is an isolated molecule of CH5PS from the OMol25 dataset. Energies are from wB97M-V/def2-TZVPD.

Output
SMILES: CSP
Charge: 0
HOMO energy in eV: -8.50
Kohn-Sham gap in eV: 9.39
Molar mass in g mol⁻¹: 80.1

Cartesian coordinates (Å):
C 1.34634 -0.15003 0.20755
S -0.09572 1.15282 0.12076
P -1.59738 -0.21503 0.21590
H 2.01054 0.30623 0.86636
H 1.83066 -0.15708 -0.86945
H 0.76883 -1.01698 0.51993
H -2.60977 0.70186 -0.01730
H -1.65348 -0.62178 -1.04374



Of them, 1 has the lowest stability.



1:
Here is a structure of composition B3F12Sn from the OMol25 dataset. Energies are from wB97M-V/def2-TZVPD.

Output
Charge: -1
HOMO energy in eV: -8.55
Kohn-Sham gap in eV: 2.71
Molar mass in g mol⁻¹: 379.1

Cartesian coordinates (Å):
Sn 0.35336 1.24850 0.95953
B -1.56238 -3.69538 -0.03375
F -0.42903 -3.04680 -0.53758
F -2.37446 -2.78290 0.69202
F -2.29667 -4.14040 -1.12435
F -1.25283 -4.80448 0.72428
B 4.97100 1.96318 2.40551
F 6.26370 2.01324 2.68051
F 4.36436 0.84152 2.81808
F 4.29536 3.09697 2.87616
F 4.78026 2.01057 1.07961
B -3.43153 1.45932 -2.52808
F -3.74439 1.20878 -1.17330
F -4.56921 1.69507 -3.29475
F -2.59781 2.52878 -2.60797
F -2.76973 0.40409 -2.93584



2:
Here is a structure of composition B3F12Sn from the OMol25 dataset. Energies are from wB97M-V/def2-TZVPD.

Output
Charge: -1
HOMO energy in eV: -8.80
Kohn-Sham gap in eV: 2.91
Molar mass in g mol⁻¹: 379.1

Cartesian coordinates (Å):
Sn 0.12987 0.83223 -0.71252
B 2.98734 2.60784 -4.52178
F 2.29005 3.49476 -3.80945
F 3.54456 3.14960 -5.65045
F 3.96570 2.03456 -3.71431
F 2.02083 1.59511 -4.81291
B -4.11517 0.34198 1.85929
F -4.08048 1.36719 0.93409
F -3.09665 0.51240 2.77964
F -5.31146 0.27623 2.48989
F -3.81511 -0.90696 1.31478
B 1.09465 -3.06431 2.78111
F 0.82641 -4.02247 3.73456
F 2.33170 -3.23611 2.35996
F 0.28599 -3.22647 1.64084
F 0.94177 -1.75557 3.32727



Of them, 1 has the lowest stability.



1:
Here is a cluster of 2 separate species, C4H12NOS in total from the OMol25 dataset. Energies are from wB97M-V/def2-TZVPD.

Output
Charge: -1
HOMO energy in eV: -2.50
Kohn-Sham gap in eV: 6.15
Molar mass in g mol⁻¹: 122.2

Cartesian coordinates (Å):
C -1.23579 -3.16895 -0.02638
C -0.95067 -1.96989 -0.91469
C -0.13395 -0.88356 -0.21442
S -0.96017 -0.15832 1.24535
H -0.30815 -3.54934 0.41074
H -1.68352 -3.99622 -0.58439
H -1.87642 -2.85875 0.79550
H -0.43970 -2.28214 -1.83485
H -1.90780 -1.52731 -1.21342
H 0.08819 -0.08714 -0.93324
H 0.82579 -1.32033 0.08921
N 0.13729 2.97919 1.06585
C 1.43533 2.69623 0.59213
O 1.46212 2.56316 -0.85719
H -0.33706 3.64347 0.46969
H -0.40278 2.10488 1.15433
H 2.13798 3.50149 0.86354
H 1.76307 1.75321 1.03034
H 2.38623 2.56033 -1.13810



2:
Here is a cluster of 2 separate species, C4H12NOS in total from the OMol25 dataset. Energies are from wB97M-V/def2-TZVPD.

Output
Charge: -1
HOMO energy in eV: -2.77
Kohn-Sham gap in eV: 6.47
Molar mass in g mol⁻¹: 122.2

Cartesian coordinates (Å):
C 2.12541 0.83172 0.81847
N 1.45889 0.15751 -0.29284
C -0.01573 0.36994 -0.29553
C -0.76094 -0.83523 -0.75263
S -2.58799 -0.67190 -0.39868
C -0.45906 1.69204 -1.01985
H 1.42353 1.34217 1.49808
H 2.67516 0.12527 1.45188
H 2.91576 1.48869 0.41866
H 1.75101 0.44823 -1.21816
H -0.32384 0.54652 0.75528
H -0.71010 -0.91557 -1.85921
H -0.44249 -1.82137 -0.37054
H 0.21254 2.52971 -0.72089
H -1.44505 1.83560 -0.56288
H -0.57033 1.45551 -2.09340
H -1.61880 -3.52721 1.23831
H -1.82548 -2.12665 1.41520
O -1.80248 -2.92498 1.98873



Of them, 2 has the lowest stability.